Record 1
Here is an isolated molecule of C8H16N3P in a non-equilibrium geometry from OMol25. Energies are from wB97M-V/def2-TZVPD.

```
! wB97M-V def2-TZVPD RIJCOSX def2/J DEFGRID3
* xyz 0 1
C -2.652 0.711 1.066
C -0.985 -0.872 0.065
C 1.315 0.719 -0.534
H 2.243 1.306 -2.470
C -1.272 -2.637 1.211
H 2.596 -0.298 0.915
H 0.469 2.352 0.609
H -3.827 0.547 1.164
H -2.817 -1.503 2.520
H -2.548 1.080 2.177
H 2.045 1.702 1.253
C 1.033 1.465 0.813
H 0.550 -1.706 -2.430
H 0.990 2.346 -1.912
P -0.392 0.211 -1.257
C 2.275 -0.358 -0.135
N 0.028 -0.865 -2.411
H 3.105 -0.339 -0.827
H 0.322 0.928 1.455
C -2.199 -1.732 1.667
N -0.488 -2.106 0.218
H -2.235 1.418 0.288
N -2.043 -0.604 0.893
H 2.004 -1.356 -0.247
H -0.764 -1.056 -3.072
H -1.057 -3.595 1.684
H 2.471 2.530 -1.141
C 1.833 1.713 -1.560
*
```

Structure (SMILES): Cn1ccnc1P(N)C(C)(C)C
HOMO-LUMO gap (eV): 9.1
Energy above the lowest of the compared OMol25 structures with the same formula, charge and spin (kJ/mol): 0.0

Charges computed using natural (NBO), reported in e: C -0.433; C 0.013; C -0.300; H 0.222; C -0.083; H 0.212; H 0.200; H 0.217; H 0.213; H 0.208; H 0.218; C -0.614; H 0.401; H 0.213; P 0.988; C -0.636; N -1.178; H 0.211; H 0.212; C -0.123; N -0.473; H 0.250; N -0.353; H 0.234; H 0.393; H 0.207; H 0.212; C -0.630



Record 2
Here is the ion C8H16N4 with charge +2 in a non-equilibrium geometry from OMol25. Energies are from wB97M-V/def2-TZVPD.

```
! wB97M-V def2-TZVPD RIJCOSX def2/J DEFGRID3
* xyz 2 3
H -3.678 -1.823 -0.277
H 3.954 -1.077 -1.006
H -1.451 2.469 0.762
C 0.425 0.427 -0.162
H -2.827 2.284 -0.114
C -0.945 -0.182 0.125
N -0.725 -1.531 0.645
H 1.011 -1.067 0.983
N 1.343 -0.159 0.492
H 4.756 -0.598 0.486
N 0.600 1.541 -0.897
H 3.431 -1.972 0.445
C -2.225 -0.233 -0.721
C -2.682 -1.661 -0.815
C 3.794 -1.011 0.126
H -1.624 -3.280 0.345
H -2.822 2.190 1.641
C -2.156 0.525 0.561
H -2.746 0.060 1.309
H -0.232 1.919 -1.375
H -2.276 0.340 -1.565
N -2.308 1.942 0.733
C -1.611 -2.268 0.106
H 1.422 1.650 -1.397
C 2.823 0.193 0.426
H 3.109 0.345 1.574
H 2.996 1.041 -0.115
H -2.669 -2.014 -1.838
*
```

⟨S²⟩: 2.008
HOMO-LUMO gap (alpha / beta) (eV): 6.3 / 6.4
Energy above the lowest of the compared OMol25 structures with the same formula, charge and spin (kJ/mol): 175.0

Charges computed using natural (NBO), reported in e: H 0.274; H 0.245; H 0.445; C 0.131; H 0.461; C 0.047; N -0.445; H 0.483; N -0.238; H 0.262; N -0.598; H 0.248; C -0.227; C -0.481; C -0.606; H 0.224; H 0.489; C -0.114; H 0.241; H 0.405; H 0.230; N -0.672; C 0.226; H 0.408; C -0.236; H 0.297; H 0.216; H 0.284



Record 3
Here is an isolated molecule of C8H16N4O2S in a non-equilibrium geometry from OMol25. Energies are from wB97M-V/def2-TZVPD.

```
! wB97M-V def2-TZVPD RIJCOSX def2/J DEFGRID3
* xyz 0 1
N 0.861 1.866 0.061
C 1.593 2.186 1.297
H -0.702 0.008 -2.513
C -0.434 -0.348 0.245
H 2.085 3.187 1.113
H -3.020 -1.058 1.680
S 1.735 0.876 -1.016
H 2.371 1.309 1.371
N 1.872 -0.520 0.051
N -2.311 0.055 -1.256
C 0.646 -1.208 0.169
H 3.377 -1.889 -0.150
H 2.820 -1.424 1.493
H -1.575 -1.336 -2.562
C -0.345 1.151 0.539
H -3.867 -0.193 0.504
H 3.710 -0.180 0.397
H 0.947 2.244 2.146
C -2.989 -0.332 0.964
C -1.699 -0.307 -2.474
H -2.031 -1.698 -0.342
H -0.541 1.088 1.559
H -2.112 0.266 -3.231
H -2.884 0.605 1.381
C 3.125 -1.098 0.438
O 3.071 1.493 -0.978
H -3.257 0.267 -1.370
C -1.920 -0.663 -0.028
H -1.157 1.565 0.003
N 0.873 -2.618 0.517
O 1.759 -3.294 -0.009
*
```

HOMO-LUMO gap (alpha / beta) (eV): 7.3 / 7.3
Energy above the lowest of the compared OMol25 structures with the same formula, charge and spin (kJ/mol): 474.3

Charges computed using natural (NBO), reported in e: N -0.629; C -0.433; H 0.180; C 0.012; H 0.220; H 0.217; S 1.606; H 0.202; N -0.660; N -0.638; C 0.171; H 0.208; H 0.196; H 0.167; C -0.291; H 0.210; H 0.240; H 0.202; C -0.599; C -0.415; H 0.183; H 0.224; H 0.210; H 0.206; C -0.414; O -0.945; H 0.368; C -0.079; H 0.240; N 0.108; O -0.266



Record 4
Here is a cluster of 2 separate species, C8H16NO in total in a non-equilibrium geometry from OMol25. Energies are from wB97M-V/def2-TZVPD.

```
! wB97M-V def2-TZVPD RIJCOSX def2/J DEFGRID3
* xyz 1 1
H 1.528 1.464 -1.772
C 1.831 1.262 0.542
C -1.562 -0.286 -0.001
C 1.283 -1.541 -1.975
H -3.488 2.144 0.592
H -0.084 -1.646 0.251
H 0.413 -1.295 -2.635
H 1.076 1.910 0.873
O 1.374 -1.072 0.370
H -1.251 -0.017 -0.957
H 2.217 -1.534 -2.618
H -2.413 0.316 1.834
H 1.142 -2.494 -1.410
C 1.718 -0.045 1.284
H -1.643 -2.413 -0.147
C -2.551 1.892 0.286
H -1.330 -1.690 1.433
H 2.618 -0.337 1.885
H -2.355 1.890 -0.797
N -1.224 -1.648 0.347
C 1.642 0.821 -0.909
H -1.902 2.543 0.771
H 1.016 -0.123 2.172
H 2.790 1.862 0.710
C 1.331 -0.490 -0.914
C -2.178 0.529 0.783
*
```

HOMO-LUMO gap (eV): 9.3
Energy above the lowest of the compared OMol25 structures with the same formula, charge and spin (kJ/mol): 255.0

Charges computed using natural (NBO), reported in e: H 0.246; C -0.463; C -0.100; C -0.685; H 0.238; H 0.482; H 0.234; H 0.220; O -0.543; H 0.219; H 0.275; H 0.215; H 0.229; C -0.084; H 0.442; C -0.619; H 0.442; H 0.216; H 0.219; N -0.746; C -0.247; H 0.230; H 0.184; H 0.247; C 0.268; C -0.120



Record 5
Here is the ion C8H16NO2P2 with charge +1 in a non-equilibrium geometry from OMol25. Energies are from wB97M-V/def2-TZVPD.

```
! wB97M-V def2-TZVPD RIJCOSX def2/J DEFGRID3
* xyz 1 1
P 6.384 -1.052 -0.255
H 1.553 -1.497 0.952
H 1.571 1.401 -0.835
P 4.716 1.598 -0.002
H -3.081 0.291 -0.839
C 3.406 0.570 -0.174
C -1.157 1.115 -0.495
H 0.979 -1.027 -0.766
H -0.484 0.875 -1.305
H 3.439 -0.477 -0.674
H -0.236 -2.758 0.708
H -0.826 -1.354 -1.516
C -2.108 -0.014 -0.390
N 1.966 1.086 0.055
C 0.881 0.477 0.877
O 5.297 -1.716 0.447
C -0.350 1.353 0.783
H -1.674 2.094 -0.454
H -0.040 2.503 0.786
O 5.937 0.621 -0.392
H -0.972 -1.568 1.710
H 2.308 2.030 0.581
H -2.519 0.113 0.650
C 0.782 -0.995 0.393
C -1.480 -1.449 -0.620
H -0.970 1.277 1.713
C -0.535 -1.679 0.643
H 0.978 0.414 1.989
H -2.355 -2.170 -0.707
*
```

Structure (SMILES): O=PO/P=C/[NH2+]C1CCCCCC1
HOMO-LUMO gap (eV): 9.3

Charges computed using natural (NBO), reported in e: P 1.632; H 0.237; H 0.439; P 1.159; H 0.240; C -0.614; C -0.427; H 0.197; H 0.181; H 0.272; H 0.233; H 0.198; C -0.423; N -0.554; C -0.074; O -0.985; C -0.409; H 0.239; H 0.211; O -1.122; H 0.233; H 0.440; H 0.199; C -0.417; C -0.396; H 0.248; C -0.434; H 0.248; H 0.246



Record 6
Here is an isolated molecule of C8H16NO3P in a non-equilibrium geometry from OMol25. Energies are from wB97M-V/def2-TZVPD.

```
! wB97M-V def2-TZVPD RIJCOSX def2/J DEFGRID3
* xyz 0 1
H -4.234 -2.620 0.016
C -3.837 -1.724 0.492
O 0.435 0.860 -0.011
O -0.996 -0.688 0.722
H -2.366 3.063 -0.913
H -0.816 3.464 -0.333
H 3.461 0.076 -0.984
C 1.696 0.018 -0.014
H -3.213 -2.156 1.413
H 2.338 -1.637 -1.000
C -3.150 -0.754 -0.353
H -0.928 2.246 -1.589
N -1.695 1.415 0.033
H 1.536 -0.534 -2.096
H -4.656 -1.317 1.140
C -1.339 2.646 -0.703
P -3.319 0.973 0.346
H 3.097 -0.984 1.311
C 2.053 -0.465 1.364
H 0.516 -1.513 -1.152
C -0.788 0.442 0.255
C 2.863 0.806 -0.527
H -3.307 0.633 1.731
H 1.347 -1.198 1.760
C 1.473 -1.047 -1.118
O -2.670 -0.899 -1.430
H 1.927 0.306 2.032
H 3.488 1.167 0.354
H 2.505 1.616 -1.273
*
```

Structure (SMILES): CC(=O)PN(C)C(=O)OC(C)(C)C
HOMO-LUMO gap (eV): 9.7
Energy above the lowest of the compared OMol25 structures with the same formula, charge and spin (kJ/mol): 197.7

Charges computed using natural (NBO), reported in e: H 0.239; C -0.758; O -0.550; O -0.677; H 0.204; H 0.207; H 0.215; C 0.294; H 0.274; H 0.204; C 0.375; H 0.209; N -0.720; H 0.204; H 0.231; C -0.387; P 0.659; H 0.215; C -0.645; H 0.242; C 0.909; C -0.625; H -0.045; H 0.238; C -0.628; O -0.552; H 0.222; H 0.211; H 0.233



| no. | total energy (eV) |
| --- | --- |
| 1 | -22313.431 |
| 2 | -14492.681 |
| 3 | -29438.617 |
| 4 | -12084.245 |
| 5 | -32709.839 |
| 6 | -25475.428 |